Entry 1:
15
Properties=species:S:1:pos:R:3 method="wB97M-V/def2-TZVPD" homo_ha=-0.3047 homo_lumo_gap_ev=8.714 fmax_ev_per_a=2.7 charge=0 total_energy_ev=-26416.1482 smiles=CSSCCN
N 1.132 1.248 -1.237
C 0.568 -0.119 -1.218
C 1.020 -0.944 0.104
S 1.087 -0.250 1.706
S -0.505 1.200 1.795
C -1.731 0.058 1.068
H 0.732 1.868 -1.969
H 0.878 1.660 -0.269
H 0.962 -0.756 -2.055
H -0.496 -0.119 -1.300
H 2.112 -1.233 -0.123
H 0.406 -1.921 0.340
H -1.994 -0.508 1.930
H -1.419 -0.605 0.313
H -2.753 0.422 0.915

Entry 2:
15
Properties=species:S:1:pos:R:3 method="wB97M-V/def2-TZVPD" homo_ha=-0.3185 homo_lumo_gap_ev=9.255 fmax_ev_per_a=2.4 charge=0 total_energy_ev=-26417.0618 smiles=C[C@H](N)CSS
N 1.192 0.387 -2.732
C 0.910 -0.308 -1.514
C 2.120 -0.681 -0.637
C -0.201 0.379 -0.724
S -0.698 -0.690 0.732
S -1.500 0.785 1.957
H 1.651 -0.189 -3.420
H 1.675 1.264 -2.599
H 0.464 -1.263 -1.822
H 2.532 0.276 -0.326
H 2.846 -1.053 -1.363
H 2.075 -1.124 0.351
H -1.130 0.307 -1.280
H -0.026 1.382 -0.343
H -0.663 0.622 2.985

Entry 3:
15
Properties=species:S:1:pos:R:3 method="wB97M-V/def2-TZVPD" homo_ha=-0.3396 homo_lumo_gap_ev=5.798 fmax_ev_per_a=4.8 charge=0 total_energy_ev=-26410.3552
S -3.771 0.494 -0.029
S 2.855 0.393 -0.237
C 1.562 -0.704 -0.512
C 0.193 -0.201 -0.997
C -0.708 0.267 0.035
N -0.712 -0.318 1.358
H 1.953 1.493 1.233
H 1.953 -1.503 -1.103
H 1.256 -1.157 0.426
H 0.351 0.573 -1.783
H -0.366 -0.984 -1.639
H -0.608 1.375 0.083
H -1.801 0.231 -0.205
H -1.731 -0.390 1.375
H -0.427 0.430 1.996

Entry 4:
15
Properties=species:S:1:pos:R:3 method="wB97M-V/def2-TZVPD" homo_ha="-0.4834 / -0.4634" homo_lumo_gap_ev="8.947 / 4.199" fmax_ev_per_a=4.5 charge=+1 total_energy_ev=-26407.0297 multiplicity=2
C -2.757 1.388 -0.716
S -1.490 0.300 -1.514
S -1.790 -1.491 -0.362
H -2.466 1.536 0.316
H -3.859 1.208 -1.087
H -2.473 2.396 -1.088
H -0.715 -1.337 0.541
C 2.114 0.562 -0.143
C 1.627 -0.396 0.717
N 1.780 -1.773 0.657
H 2.561 0.421 -1.169
H 1.901 1.547 0.262
H 1.642 -0.012 1.772
H 1.264 -2.277 1.366
H 2.662 -2.071 0.447

Entry 5:
13
Properties=species:S:1:pos:R:3 method="wB97M-V/def2-TZVPD" homo_ha=-0.0756 homo_lumo_gap_ev=6.117 fmax_ev_per_a=1.2 charge=-1 total_energy_ev=-5303.7144
O -0.688 1.058 -3.068
H -0.262 0.546 -3.774
C 1.282 0.081 1.098
C -0.099 0.401 0.554
C -0.954 -0.810 0.252
H 1.857 -0.505 0.376
H 1.159 -0.516 2.003
H 1.867 0.979 1.287
H -0.069 1.045 -0.332
H -0.602 1.056 1.281
H -1.949 -0.507 -0.061
H -0.575 -1.267 -0.667
H -0.966 -1.561 1.051

Entry 6:
13
Properties=species:S:1:pos:R:3 method="wB97M-V/def2-TZVPD" homo_ha="-0.3929 / -0.3719" homo_lumo_gap_ev="11.690 / 8.679" fmax_ev_per_a=2.0 charge=0 total_energy_ev=-5301.8696 multiplicity=2
C -2.546 1.063 0.003
H -2.320 0.411 0.836
H -2.074 2.031 0.162
H -2.168 0.788 -0.984
H -3.616 1.121 -0.176
C 2.007 -1.294 0.158
O 2.225 -2.066 -0.906
C 1.131 -0.064 -0.066
H 1.627 -1.860 1.035
H 2.998 -0.913 0.505
H 1.511 0.361 -1.001
H 0.083 -0.266 -0.287
H 1.143 0.688 0.722

Entry 7:
13
Properties=species:S:1:pos:R:3 method="wB97M-V/def2-TZVPD" homo_ha=-0.6327 homo_lumo_gap_ev=10.988 fmax_ev_per_a=2.8 charge=+1 total_energy_ev=-5295.4751
O -1.573 -0.557 0.732
H -1.364 -1.435 1.061
H -1.804 -0.150 1.581
H 2.009 0.198 0.179
C -0.169 1.187 -0.884
C 0.185 -0.225 -0.590
C 1.251 -0.576 0.348
H -1.037 1.478 -0.288
H 0.622 1.933 -0.790
H -0.390 1.197 -1.956
H -0.398 -0.974 -1.119
H 1.069 -0.468 1.433
H 1.600 -1.606 0.293

Entry 8:
14
Properties=species:S:1:pos:R:3 method="wB97M-V/def2-TZVPD" homo_ha=-0.0763 homo_lumo_gap_ev=6.466 fmax_ev_per_a=3.6 charge=-1 total_energy_ev=-7350.5237
C -0.288 -1.049 0.295
O -0.332 -1.524 -0.967
C -0.956 0.345 0.573
C -0.987 1.130 -0.653
H 0.754 -0.843 0.590
H -0.906 -1.846 0.772
H -0.293 0.836 1.272
H -1.854 0.123 1.076
H -1.598 2.024 -0.652
H -1.295 0.566 -1.582
H -0.092 1.575 -0.980
H 2.311 0.291 -0.088
H 2.555 -1.244 0.109
O 2.981 -0.383 0.234

Entry 9:
15
Properties=species:S:1:pos:R:3 method="wB97M-V/def2-TZVPD" homo_ha="-0.2006 / -0.3375" homo_lumo_gap_ev="6.294 / 7.307" fmax_ev_per_a=7.5 charge=0 total_energy_ev=-16635.6136 multiplicity=3
C 1.423 0.950 -0.474
C 0.482 -0.997 0.782
C 1.047 -0.460 -0.342
O -2.684 0.790 0.919
O -2.162 -1.199 -0.128
P -2.184 0.400 -0.546
H 0.797 1.377 0.296
H 2.541 0.988 -0.436
H 1.155 1.304 -1.384
H -0.080 -0.440 1.502
H -1.468 -1.602 -0.692
H 0.371 -2.079 0.879
H 1.316 -1.282 -1.109
H -2.009 0.948 1.602
H -3.515 0.487 -1.077

Entry 10:
15
Properties=species:S:1:pos:R:3 method="wB97M-V/def2-TZVPD" homo_ha=-0.1253 homo_lumo_gap_ev=7.136 fmax_ev_per_a=1.2 charge=-1 total_energy_ev=-9399.3964
C -0.199 0.869 1.054
O 0.795 1.296 0.180
C -1.332 0.051 0.334
C -0.753 -0.748 -0.839
O -1.738 -1.537 -1.510
H 0.261 0.190 1.797
H -0.557 1.776 1.578
H -2.092 0.752 -0.041
H -1.927 -0.604 0.984
H -0.231 -0.070 -1.507
H 0.011 -1.427 -0.452
H -2.449 -0.953 -1.813
H 3.390 -0.091 0.008
H 1.978 0.672 0.519
O 2.881 0.112 0.814

The calculation returns the following ΔE to the lowest compared entry with this formula, charge and spin values, one per record and in order: 1.5285; 0.6149; 7.3216; 2.4394; 0.1811; 0.4773; 0.4839; 1.6048; 1.1142; 0.3307 eV.